Density functional theory data (ωB97M-V/def2-TZVPD) for a 10-piece molecular cluster, C76H164N8O12 overall at a distorted geometry.

Each line ends with the Löwdin charge.
Atoms and positions in Å:
O -25.1886 5.4546 -8.2747  -0.067
O -28.0414 6.4099 -14.6550  -0.015
O -29.4778 8.3265 -16.1467  -0.102
O -22.6585 12.8990 -12.9395  -0.016
O -31.3192 10.5176 -16.3403  -0.007
O -23.1455 3.3386 -9.0319  -0.057
O -24.8146 -1.8423 -13.7881  -0.019
O -19.9633 10.7501 -8.2165  0.000
O -32.7144 4.7827 -9.2583  -0.012
O -24.5119 7.2832 -20.3843  -0.018
O -30.6692 5.8999 -17.5214  -0.058
O -20.3326 3.5011 -12.9889  -0.010
N -27.1260 7.1107 -13.8795  -0.117
N -19.8913 9.3475 -8.0317  -0.121
N -24.7899 -0.5101 -14.2167  -0.111
N -23.7079 13.8801 -12.9473  -0.089
N -19.5561 4.1984 -13.9034  -0.119
N -33.6666 5.0698 -10.1924  -0.144
N -31.1017 10.7129 -14.9625  -0.136
N -23.4305 6.4425 -20.4910  -0.139
C -19.8097 3.8642 -15.2947  -0.475
C -21.6221 5.0621 -19.3151  -0.118
C -20.7764 5.3996 -20.5442  -0.194
C -24.3111 0.6793 -12.0447  -0.014
C -34.8045 7.0069 -9.1865  -0.041
C -31.5849 10.1521 -12.6405  -0.138
C -25.3942 12.2597 -12.2343  -0.050
C -22.2968 7.3306 -18.4319  -0.020
C -20.2418 7.0784 -8.8750  -0.151
C -18.7112 9.6318 -5.9004  -0.036
C -19.4350 2.3706 -15.5430  -0.018
C -19.5076 7.3492 -6.5316  -0.138
C -23.4042 14.3220 -10.4295  -0.011
C -26.6753 0.1405 -12.7744  -0.037
C -24.9706 13.2437 -13.3000  -0.502
C -26.0530 15.3481 -12.1773  -0.168
C -27.2592 6.8286 -12.4624  -0.465
C -20.3237 6.4562 -7.4570  -0.165
C -21.2344 4.2136 -15.6659  -0.026
C -25.7711 7.2394 -14.4745  -0.446
C -23.5960 -0.2867 -15.1125  -0.469
C -25.0744 8.1691 -12.0921  -0.156
C -32.1835 10.2137 -14.0831  -0.407
C -23.9563 5.3351 -18.4285  -0.025
C -23.9598 5.7416 -8.9618  -0.217
C -21.2022 9.1611 -5.9223  -0.017
C -23.6495 1.2010 -15.6810  -0.097
C -22.2486 -0.5083 -14.4528  -0.039
C -29.1651 12.0697 -15.5772  -0.017
C -26.8772 5.3805 -12.0027  -0.031
C -23.7130 -1.2051 -16.3405  -0.051
C -30.8898 7.2266 -17.9216  -0.230
C -32.6438 6.9993 -11.5844  -0.057
C -24.9767 5.9280 -14.5292  -0.025
C -18.2521 6.2493 -14.3398  -0.142
C -26.0657 14.4052 -13.3763  -0.117
C -24.1332 2.3311 -14.7438  -0.171
C -23.5517 14.8982 -11.8925  -0.501
C -22.6551 6.7326 -21.7604  -0.453
C -22.0186 8.1650 -21.6873  -0.035
C -30.8234 11.3446 -12.1961  -0.198
C -22.2426 15.5912 -12.2470  -0.054
C -25.9447 7.8551 -15.9154  -0.021
C -18.6473 5.5288 -12.0463  -0.048
C -23.5814 4.4958 -9.7844  -0.225
C -34.9643 5.5351 -9.6758  -0.452
C -18.7682 4.6650 -16.1199  -0.148
C -22.8209 6.0916 -19.2118  -0.438
C -18.6345 6.1277 -15.8240  -0.180
C -25.0741 8.3860 -13.6709  -0.098
C -25.0126 12.4327 -14.5797  -0.043
C -25.2541 0.5452 -13.2542  -0.500
C -33.4985 11.0399 -14.1617  -0.021
C -24.6388 15.9509 -11.9901  -0.131
C -26.5131 7.9171 -11.6270  -0.128
C -30.4362 11.9629 -14.6737  -0.491
C -35.6784 6.0487 -12.1530  -0.197
C -19.8417 8.8929 -6.6191  -0.487
C -21.5437 5.6315 -21.8468  -0.122
C -32.0589 4.5668 -12.0800  -0.041
C -20.6163 8.5446 -9.0219  -0.472
C -28.7702 6.9005 -12.0317  -0.034
C -29.8371 11.7778 -13.2721  -0.140
C -19.3213 5.6119 -13.4393  -0.440
C -25.3900 1.8477 -13.9811  -0.159
C -32.6410 8.7827 -14.5653  -0.024
C -23.5642 6.7069 -22.9736  -0.043
C -20.1181 8.9466 -10.4531  -0.025
C -20.5747 6.5522 -13.3401  -0.013
C -29.6231 8.0526 -17.5363  -0.199
C -36.1080 5.5496 -10.7854  -0.141
C -34.3205 5.4833 -12.6245  -0.127
C -35.5184 4.5956 -8.5110  -0.018
C -31.3140 13.2598 -14.7769  -0.009
C -33.1465 5.5454 -11.5657  -0.410
C -22.1809 8.6664 -9.0857  -0.022
H -28.5081 7.1454 -15.0642  0.050
H -36.4978 5.7711 -12.8176  0.107
H -21.6372 8.5676 -22.6259  0.076
H -21.4446 14.8943 -11.9899  0.075
H -21.5589 3.8420 -16.6389  0.074
H -23.1231 7.2124 -23.8327  0.085
H -33.4115 7.7491 -11.7731  0.055
H -25.4712 9.3798 -13.8771  0.093
H -24.5590 3.1521 -15.3218  0.084
H -24.1420 6.0804 -15.2159  0.071
H -24.2227 1.1570 -16.6068  0.113
H -29.2951 12.6857 -13.0052  0.115
H -33.1859 8.2998 -13.7543  0.049
H -21.1778 8.8689 -4.8725  0.086
H -34.4721 4.4270 -12.8531  0.111
H -24.7852 16.4882 -11.0520  0.115
H -36.5767 4.5692 -10.8780  0.107
H -24.4303 5.6792 -13.6184  0.067
H -19.6770 7.0962 -5.4839  0.110
H -25.9607 14.8588 -14.3624  0.115
H -30.8030 9.3987 -12.5386  0.103
H -31.7747 8.1678 -14.8109  0.076
H -20.1842 6.2922 -20.3351  0.103
H -23.5838 -2.2500 -16.0589  0.080
H -31.8731 13.4457 -13.8599  0.077
H -25.8590 12.6980 -11.3516  0.073
H -21.5714 -1.1102 -15.0589  0.085
H -24.6639 1.2966 -11.2185  0.079
H -31.9122 13.2374 -15.6875  0.075
H -28.7201 7.5218 -17.8387  0.120
H -19.9847 5.4248 -7.5496  0.115
H -31.0959 7.2603 -18.9915  0.118
H -32.0485 7.2548 -10.7071  0.093
H -23.6994 4.6958 -17.5828  0.061
H -23.0840 -0.8084 -17.1370  0.087
H -22.8031 4.7817 -10.4939  0.106
H -18.4625 7.0649 -6.6645  0.115
H -24.1297 -0.3331 -11.6823  0.084
H -20.0021 4.6414 -20.6691  0.109
H -22.6239 1.5166 -15.8780  0.091
H -24.0295 8.4269 -13.9843  0.110
H -28.6504 11.1098 -15.6196  0.079
H -31.8502 4.7271 -13.1382  0.085
H -22.4983 13.7541 -10.2188  0.079
H -24.9909 8.2215 -16.2976  0.072
H -24.3132 11.6016 -14.6666  0.083
H -23.1872 5.9316 -8.2161  0.096
H -29.2436 7.8352 -12.3331  0.064
H -22.1204 15.9430 -13.2706  0.090
H -17.8797 9.6258 -6.6051  0.089
H -30.6403 14.1175 -14.7855  0.084
H -24.3424 16.7048 -12.7194  0.118
H -31.7584 7.6368 -17.4034  0.103
H -20.7505 6.4161 -9.5775  0.104
H -28.4579 12.8161 -15.2153  0.070
H -24.4432 4.6090 -19.0813  0.083
H -18.2771 7.3214 -14.1395  0.113
H -23.8837 5.7078 -23.2715  0.084
H -19.4131 2.0919 -16.5973  0.084
H -27.0773 5.2898 -10.9348  0.082
H -27.0734 8.8371 -11.7998  0.108
H -22.4491 9.7197 -9.1870  0.084
H -26.6192 8.7051 -15.8145  0.076
H -17.7263 4.9452 -12.1004  0.083
H -23.0518 8.0958 -18.2460  0.074
H -22.6184 8.3323 -10.0271  0.063
H -26.4542 7.7033 -10.5595  0.116
H -25.5629 -2.1331 -14.3157  0.105
H -26.3229 14.7559 -11.3018  0.100
H -23.5427 2.8170 -13.9667  0.098
H -19.1077 10.6198 -5.6663  0.078
H -29.4568 12.3595 -16.5871  0.083
H -18.2452 6.4853 -11.7099  0.079
H -35.7258 3.5975 -8.8953  0.077
H -31.9484 7.1398 -12.4130  0.058
H -21.8501 0.4231 -14.0503  0.067
H -26.6259 -0.8752 -12.3798  0.072
H -21.2360 8.3279 -20.9460  0.057
H -21.3771 5.2895 -15.7707  0.055
H -26.1726 1.6847 -14.7240  0.121
H -21.9541 3.8510 -14.9326  0.066
H -19.1612 5.0640 -11.2045  0.070
H -24.7701 9.1098 -11.6313  0.089
H -27.4548 4.5790 -12.4652  0.078
H -22.2315 13.0324 -13.7897  0.103
H -27.1975 0.7100 -12.0052  0.082
H -31.7998 11.3256 -16.5488  0.094
H -24.4403 7.3889 -11.6695  0.080
H -24.7274 -1.1771 -16.7417  0.081
H -24.2173 13.6383 -10.1822  0.061
H -33.9498 7.0654 -8.5111  0.081
H -30.1343 6.0058 -16.7296  0.068
H -22.3423 -1.1453 -13.5715  0.079
H -20.3918 8.1720 -11.1673  0.052
H -25.5346 5.0430 -14.8336  0.080
H -19.5699 6.6600 -16.0004  0.100
H -33.3861 8.7133 -15.3578  0.081
H -25.2089 6.7507 -20.7765  0.107
H -22.7868 8.8562 -21.3373  0.079
H -35.7037 7.3433 -8.6688  0.075
H -19.0676 10.7977 -8.5606  0.102
H -21.3439 6.4769 -7.0708  0.089
H -21.2328 6.3334 -12.4988  0.070
H -30.3223 11.0465 -11.2748  0.122
H -24.3948 4.2493 -10.4687  0.100
H -19.0289 9.0088 -10.4345  0.083
H -35.7012 7.1380 -12.2123  0.099
H -21.2286 6.4546 -14.2067  0.052
H -24.4866 7.2669 -22.8160  0.077
H -32.3532 10.0792 -11.8702  0.123
H -21.2468 10.2492 -5.9861  0.080
H -21.9657 4.6806 -22.1744  0.113
H -17.2300 5.8887 -14.2253  0.123
H -31.4534 12.2083 -11.9759  0.108
H -22.1534 16.4011 -11.5215  0.088
H -28.9059 6.7840 -10.9564  0.088
H -17.8566 6.5607 -16.4531  0.117
H -27.3983 0.1114 -13.5907  0.079
H -18.3952 9.1547 -4.9730  0.085
H -33.4041 11.9003 -14.8236  0.058
H -26.1465 11.5754 -12.6296  0.068
H -34.2118 5.9248 -13.6158  0.112
H -34.4299 10.5314 -14.4112  0.077
H -19.7229 3.1263 -12.3480  0.101
H -36.9030 6.1928 -10.4060  0.111
H -26.0100 12.0414 -14.7835  0.070
H -25.8474 5.1120 -12.2387  0.041
H -23.3598 1.0957 -12.3773  0.069
H -33.8032 11.4704 -13.2058  0.081
H -36.3585 5.0948 -8.0304  0.079
H -34.6439 4.5311 -7.8631  0.066
H -22.0040 4.0491 -19.4446  0.118
H -19.1283 4.7157 -17.1506  0.102
H -18.4812 2.0700 -15.1095  0.086
H -23.9401 3.1361 -8.5299  0.070
H -24.7647 5.9852 -18.0933  0.056
H -26.2351 7.1268 -16.6727  0.067
H -29.6208 9.0229 -18.0347  0.115
H -24.9247 13.0758 -15.4577  0.083
H -26.8888 16.0462 -12.2333  0.110
H -27.0552 13.9473 -13.3293  0.094
H -32.2812 3.4989 -12.0821  0.081
H -20.8297 5.9514 -22.6066  0.117
H -34.5818 7.7869 -9.9145  0.061
H -23.5345 15.0884 -9.6648  0.078
H -25.7212 2.6313 -13.2987  0.113
H -20.9432 5.1312 -18.4661  0.085
H -22.0711 8.7568 -6.4386  0.060
H -20.2562 7.5936 -13.2980  0.075
H -20.4340 9.9749 -10.6288  0.080
H -22.6685 8.2450 -8.2081  0.054
H -20.1692 1.6712 -15.1406  0.052
H -29.1840 6.0115 -12.5069  0.064
H -24.0635 6.6158 -9.6032  0.086
H -24.9192 4.9678 -7.4918  0.077
H -29.9169 9.1328 -15.8622  0.042
H -32.6570 3.8241 -9.2943  0.109
H -19.2257 6.8845 -9.2247  0.110
H -21.5682 7.9701 -18.9320  0.062
H -21.8033 7.0577 -17.4985  0.063
H -29.1261 10.9523 -13.3330  0.118
H -31.1535 4.6813 -11.4834  0.071
H -24.5331 11.6157 -12.0528  0.083
H -17.8119 4.1837 -16.3270  0.123

Forces on the atoms, in the same order (eV/Å):
O 0.18 0.36 -0.05
O 0.22 -0.80 -0.29
O 0.24 -1.10 0.28
O -0.48 0.36 0.55
O -0.76 0.78 0.33
O -0.72 1.40 -0.34
O -0.17 0.08 0.45
O 0.05 -0.67 0.07
O 0.92 0.33 0.72
O -0.76 0.78 0.52
O -0.04 -0.41 0.07
O -1.31 -0.27 0.09
N 0.86 1.59 0.77
N 0.40 -2.26 0.37
N 0.32 2.08 -1.64
N -0.05 0.02 -1.70
N 2.08 1.34 0.68
N -2.14 -0.58 -3.68
N 0.62 -1.51 0.81
N 1.74 -1.80 -2.31
C 1.32 -0.40 -0.09
C -0.61 1.07 -1.92
C 0.47 0.48 0.05
C 0.28 -0.51 -0.40
C -0.02 -0.22 0.80
C -0.38 -0.07 -0.46
C -0.48 -1.04 0.22
C -0.10 0.60 0.05
C 0.60 -1.39 0.70
C -0.70 0.01 -0.41
C -0.91 -0.35 0.22
C 0.05 -0.08 0.12
C -1.02 -0.19 -0.20
C -0.06 -1.04 -0.17
C -1.97 0.77 1.48
C 0.90 -0.45 -0.91
C -0.85 -0.77 1.92
C -0.46 1.43 -0.63
C -0.70 0.08 -0.77
C -0.86 0.95 -0.31
C -0.91 1.27 -0.08
C -1.06 0.57 -1.13
C -1.29 -0.86 -0.62
C -0.42 0.12 -0.11
C -0.03 -1.69 0.15
C 0.91 0.72 -0.24
C 0.79 0.03 1.24
C -0.03 -0.71 1.36
C -0.95 0.10 -0.36
C 0.47 0.13 -0.28
C -1.02 0.18 0.41
C 0.95 0.88 0.66
C 1.02 -0.17 -0.06
C 1.09 0.43 -0.04
C -0.85 1.14 -1.20
C 0.28 -1.17 0.07
C -2.58 -0.60 0.58
C 1.07 -0.79 0.26
C 1.39 0.31 1.65
C -0.38 0.23 0.48
C 0.34 1.96 -0.47
C 0.65 -0.16 1.43
C 0.45 -0.61 0.73
C 0.88 -0.35 0.19
C 0.67 0.63 -0.79
C -1.14 0.86 -0.44
C -1.05 0.20 -2.21
C 0.17 -0.47 1.64
C 0.51 -0.18 1.53
C 1.03 -1.50 1.64
C 0.10 0.86 -1.53
C -0.26 -0.76 1.28
C -0.30 1.13 0.73
C -1.93 0.10 0.64
C 0.47 -0.23 -1.15
C 1.18 0.51 0.51
C 0.01 -0.05 0.23
C -0.53 -1.38 -0.07
C -0.33 0.32 0.19
C 0.21 0.21 0.40
C -0.73 -0.06 -1.71
C 0.88 -0.34 -0.71
C 0.04 -0.32 0.58
C 0.16 -0.52 0.73
C 0.14 0.21 -1.20
C 0.61 0.05 0.73
C -0.73 -0.03 -0.22
C 0.48 0.37 1.49
C 0.04 -0.63 -0.57
C -0.68 1.01 -0.56
C 1.10 -0.02 0.69
C -1.37 -0.87 0.86
C 2.04 1.32 -1.18
C 1.23 -0.47 0.47
C -1.11 -0.07 -0.23
C 0.56 1.17 0.17
H -0.55 0.10 -0.42
H 0.26 -0.20 -0.45
H -0.08 -0.34 -0.21
H 0.23 0.10 -0.31
H 0.23 -0.41 -0.05
H 0.36 -0.25 0.03
H -0.22 -0.20 0.45
H -0.47 -0.20 -0.11
H 0.55 0.12 -0.40
H -0.08 -0.13 -0.46
H -0.13 0.42 0.10
H 0.03 0.03 0.13
H 0.29 0.13 0.26
H -0.10 -0.05 -0.01
H -0.08 -0.22 0.15
H 0.89 0.11 0.22
H 0.34 -0.26 -0.01
H -0.37 0.10 0.39
H -0.23 -0.05 0.10
H 0.03 0.51 0.16
H -0.67 -0.84 -0.37
H -0.03 -0.11 0.00
H -0.09 0.28 0.11
H 0.68 0.04 -0.24
H -0.57 -0.42 -0.28
H 0.54 -0.01 0.22
H 0.28 0.69 -0.37
H -0.31 0.03 -0.14
H -0.20 0.34 0.16
H -0.07 -0.18 -0.04
H 0.06 0.02 0.45
H 0.25 -0.03 -0.06
H -0.24 0.02 0.26
H 0.77 0.46 0.25
H 0.43 -0.53 0.11
H 0.57 -0.18 0.29
H 0.33 0.75 -0.34
H 0.13 0.04 0.26
H -0.12 -0.26 -0.24
H 0.16 -0.52 -0.72
H 0.14 -0.05 -0.19
H -0.07 -0.05 0.00
H 0.18 0.61 0.07
H 0.18 0.23 -0.39
H 0.23 0.12 0.32
H 0.12 0.12 0.28
H 0.19 0.17 -0.14
H -0.08 -0.11 -0.27
H -0.38 -0.03 0.05
H 0.20 0.42 0.24
H 0.12 0.01 -0.50
H -0.39 -0.18 -0.36
H -0.10 0.22 0.05
H -0.81 0.41 -0.09
H -0.19 0.09 0.21
H 0.16 0.13 -0.49
H 0.39 0.05 0.46
H 0.23 -0.16 0.08
H 0.08 0.51 -0.23
H 0.31 0.05 0.11
H -0.12 0.13 0.22
H 0.12 0.31 0.65
H -0.22 -0.17 -0.34
H 0.04 -0.30 -0.46
H -0.55 -0.44 0.32
H 0.33 -0.88 0.08
H -0.58 -0.26 0.02
H -0.04 -0.63 0.23
H 0.32 -0.10 0.20
H 1.09 -0.56 -0.43
H 0.63 0.26 -0.07
H 0.15 -0.06 -0.13
H -0.53 0.37 -0.09
H -0.28 0.13 -0.02
H 0.05 -0.26 -0.13
H 0.43 -0.02 -0.37
H 0.00 -0.08 0.05
H 0.21 -0.63 -0.05
H 0.11 0.08 0.20
H -0.21 0.18 -0.07
H 0.18 -0.01 0.09
H -0.71 0.26 -0.24
H 0.31 0.02 0.01
H -0.36 0.31 -0.35
H 0.09 0.07 -0.05
H 0.74 0.57 0.13
H -0.41 -0.02 -0.95
H 0.31 -0.17 -0.64
H -0.19 0.29 0.06
H -0.12 -0.13 -0.32
H -0.10 -0.12 0.34
H 0.00 -0.58 0.30
H -0.35 -0.10 0.12
H -0.35 0.49 -0.14
H -0.29 0.29 -0.10
H -0.05 0.02 -0.12
H 0.43 0.70 -0.46
H -0.37 0.16 0.18
H -0.29 0.01 -0.24
H 0.00 -0.04 0.22
H -0.01 1.13 -0.14
H -0.24 -0.29 -0.24
H 0.29 -0.13 0.26
H 0.19 0.37 0.06
H -0.45 -0.20 0.34
H 0.18 -0.24 0.04
H 0.34 0.18 0.29
H 0.17 0.06 -0.12
H 0.05 0.12 0.28
H -0.31 -0.92 -0.35
H -0.58 0.11 0.26
H -0.28 0.03 -0.08
H -0.17 -0.31 0.42
H -0.30 -0.04 0.24
H 0.25 0.36 -0.24
H 0.33 0.06 0.06
H -0.07 0.12 -0.04
H 0.24 -0.01 -0.36
H -0.19 -0.15 -0.04
H -0.08 -0.15 -0.13
H -0.21 0.04 -0.10
H 1.22 0.32 0.19
H 0.42 -0.57 -0.50
H 0.20 -0.13 -0.12
H 0.01 0.07 0.17
H -0.15 -0.21 0.67
H 0.13 0.20 0.38
H 0.10 -0.03 0.09
H 0.49 0.23 0.30
H 0.01 -0.29 0.02
H -0.43 -0.17 0.62
H -0.12 -0.05 0.26
H -0.53 -0.65 -0.26
H 0.10 0.45 0.07
H 0.05 -0.54 0.23
H 0.18 0.26 0.03
H -0.58 0.00 0.21
H -0.10 -0.04 -0.36
H 0.72 0.19 -0.11
H 0.35 0.48 -0.27
H -0.01 -0.44 -0.45
H -0.69 0.04 0.55
H -0.01 -0.04 -0.15
H -0.19 -0.50 -0.58
H 0.41 0.36 -0.20
H -0.13 -0.08 0.16
H -0.52 -0.09 0.30
H 0.21 -0.16 0.17
H 0.02 -0.03 0.18
H -0.45 -0.25 -0.65
H -0.17 -0.06 -0.31
H -0.19 0.20 0.32
H -0.73 0.42 -0.05
H -0.28 -0.13 0.06
H -0.27 0.05 0.19
H -0.32 0.19 -0.15
H 0.20 -0.12 0.17
H 0.47 0.56 0.23
H 0.34 -0.64 -0.56
H -0.32 -0.18 0.20
H 0.36 0.11 -0.29
H 0.17 0.11 -0.20
H 0.02 0.10 0.67
H 0.17 -0.22 1.05

Calculated total energy: -4334.52579 Eh
F_max: 4.292 eV Å⁻¹
HOMO-LUMO gap: 8.2 eV
Structure (SMILES): CC1(C)CCCC(C)(C)N1O.CC1(C)CCCC(C)(C)N1O.CC1(C)CCCC(C)(C)N1O.CC1(C)CCCC(C)(C)N1O.CC1(C)CCCC(C)(C)N1O.CC1(C)CCCC(C)(C)N1O.CC1(C)CCCC(C)(C)N1O.CC1(C)CCCC(C)(C)N1O.OCCO.OCCO
Charge: 0
Spin multiplicity: 1
E_LUMO: 0.421 eV